15
Properties=species:S:1:pos:R:3:lowdin_charge:R:1 method="wB97M-V/def2-TZVPD" e_tot_ev=-9304.6957 molar_mass_g_mol=100.1 charge=0
C -2.02 1.06 0.58 -0.057
C -0.74 0.42 -0.07 -0.363
C 0.47 0.95 -0.58 -0.077
N 1.07 -0.13 -1.23 0.011
C 0.25 -1.24 -1.13 -0.158
N -0.80 -0.94 -0.28 0.055
H -2.19 2.07 0.08 0.075
H -1.76 1.22 1.68 0.081
H -2.93 0.42 0.40 0.079
H 0.72 2.05 -0.61 0.122
H 1.90 -0.10 -1.82 0.152
H 0.42 -2.12 -1.74 0.111
H 1.47 -0.59 1.35 0.030
H 1.84 -1.94 1.79 0.027
O 2.28 -1.12 1.58 -0.088